(i)
Here is an isolated ion of composition C4H9N2O and charge +1 from the Open Molecules 2025 dataset. Energies are from ωB97M-V with the def2-TZVPD basis set.

The geometry in ORCA input format:
```
! RIJCOSX wB97M-V def2-TZVPD def2/J DEFGRID3
* xyz 1 1
H 0.00655 -0.89103 0.13409
C -0.48523 0.98516 0.56531
O 1.30573 -1.45184 0.34793
C 0.82935 1.39562 0.42503
C -2.04447 -0.76839 0.06884
H 1.31362 2.32693 0.88638
N -0.71208 -0.21873 -0.16981
H -1.25158 1.30781 1.19020
H -1.96104 -1.39967 1.02082
H 2.77813 -0.92761 -1.09852
H -2.44206 -1.26719 -0.77827
C 1.94401 -0.71983 -0.44523
H -2.77654 0.00290 0.36090
H -0.74531 -0.15836 -1.24101
H 2.48998 1.18708 -0.88434
N 1.75095 0.59716 -0.38232
*
```

(ii)
Here is an isolated ion of composition C4H9N2O and charge +1 from the Open Molecules 2025 dataset. Energies are from ωB97M-V with the def2-TZVPD basis set.

The geometry in ORCA input format:
```
! RIJCOSX wB97M-V def2-TZVPD def2/J DEFGRID3
* xyz 1 1
H -0.56158 1.85433 -0.94827
C 0.21573 0.16622 -0.13918
H 0.03493 -1.80885 0.78542
H -0.64010 1.82354 1.09717
H 2.69574 -1.83341 0.22549
N -0.48415 0.81191 -1.28560
C 0.40196 -1.34963 -0.12369
H -0.96995 0.08306 1.68340
N 1.85168 -1.15213 0.12510
H -1.36208 0.35916 -1.22252
C 1.89768 0.21771 0.02989
H 0.09591 -1.96072 -0.96438
H 0.63136 0.96797 1.81835
C -0.23062 0.75924 1.23445
O 2.66746 1.10993 0.13546
H 0.22222 0.66888 -2.01265
*
```

(iii)
Here is an isolated ion of composition C4H9N2O and charge +1 from the Open Molecules 2025 dataset. Energies are from ωB97M-V with the def2-TZVPD basis set.

The geometry in ORCA input format:
```
! RIJCOSX wB97M-V def2-TZVPD def2/J DEFGRID3
* xyz 1 1
C -0.54534 0.80576 1.07079
H 2.95243 -0.97295 0.13800
H -1.61968 -1.48243 -2.50902
H -0.96250 1.62509 1.65985
C -1.03937 -0.51399 -0.85204
O 0.60846 1.35150 0.37565
H 2.26031 1.15314 -0.64980
H -2.82344 -0.42984 -1.86679
N -1.45609 0.37764 0.06207
H -2.29407 0.94275 -0.07351
N -1.87981 -0.80882 -1.80713
C 2.01582 -0.65667 0.58567
H 1.25845 -1.42422 0.42055
H 2.14845 -0.59250 1.67055
H -0.22896 -0.01733 1.71946
C 1.60534 0.64285 0.05568
*
```

Which of them is least stable? Easy: (iii).

(i)
Here is a 2-piece molecular cluster, C4H9N2O overall from the Open Molecules 2025 dataset. Energies are from ωB97M-V with the def2-TZVPD basis set.

The geometry in ORCA input format:
```
! RIJCOSX wB97M-V def2-TZVPD def2/J DEFGRID3
* xyz 1 1
H 1.29088 0.79326 1.30002
H -0.33361 -2.75879 -1.10545
C 1.98164 -0.53188 -0.20169
H 2.79483 -0.89559 -0.80821
H 3.03060 0.96983 0.78804
C 0.64961 -2.32098 -1.00374
N -1.85845 2.20408 -0.05642
H -1.98266 1.30895 1.77799
N 0.74654 -1.21246 -0.38935
H -1.84184 2.10798 -1.06258
H 1.52743 -2.80973 -1.40596
H -2.36266 3.00897 0.28589
C 2.09368 0.44972 0.66556
H -0.14261 -0.76496 -0.03779
O -1.49867 -0.01063 0.32865
C -1.78316 1.12212 0.71826
*
```

(ii)
Here is a 2-piece molecular cluster, C4H9N2O overall from the Open Molecules 2025 dataset. Energies are from ωB97M-V with the def2-TZVPD basis set.

The geometry in ORCA input format:
```
! RIJCOSX wB97M-V def2-TZVPD def2/J DEFGRID3
* xyz 1 1
C 0.10738 0.93909 0.25655
H -3.09313 -2.55833 1.06640
C -1.09388 1.90776 0.50052
H 1.44671 -1.74889 -0.65887
H 2.82237 0.10129 -1.54583
C 1.93692 0.20166 -0.80862
H 1.33796 1.96037 -1.41476
H -0.34612 -1.12099 1.07443
N 1.10703 1.27793 -0.67605
H -2.98311 -2.71395 -0.36183
C 0.30919 -0.37797 0.52407
H -1.58236 1.61278 1.42856
O -2.48139 -2.42990 0.38425
H -1.91385 1.83853 -0.00599
H -0.71346 2.92172 0.60863
N 1.36703 -0.83174 -0.19537
*
```

Which of them is least stable? Easy: (ii).